Formula: C19H43GaP3SSe
Source: OMol25
Level of theory: wB97M-V/def2-TZVPD

Values from the calculation:
LUMO (spin up / spin down) = -11.87 / -12.76 eV
HOMO level (spin up / spin down) = -0.574 / -0.574 hartree
Total charge = +3
Orbital gap (spin up / spin down) = 0.138 / 0.105 Ha
Energy = -176796.99200 eV

```
68
Properties=species:S:1:pos:R:3:forces:R:3:nbo_charge:R:1
Ga -0.157190 -0.219193 -0.542721 -0.6 0.1 0.5 0.385
P -2.084776 -0.315410 1.143929 -0.9 -0.6 0.4 1.007
P 0.746108 -2.528525 0.237395 0.5 -1.4 0.0 1.128
P -0.803896 2.173442 -1.194637 -0.3 1.0 -1.0 1.099
H 4.698214 -1.943407 -7.898821 0.1 0.4 -0.1 0.201
C 4.899916 -0.866797 -7.965797 0.6 0.3 0.3 -0.459
C 6.038181 -0.338403 -7.484478 -0.7 -0.3 -0.2 -0.349
H 6.803351 -0.966585 -7.015131 -0.3 0.3 -0.2 0.210
C -3.505234 -1.200871 0.387354 0.2 0.1 -0.3 -0.943
C -1.816973 -1.295509 2.673664 0.4 0.1 0.0 -0.942
C -2.918990 1.178633 1.811811 0.3 0.4 -0.2 -0.937
C 2.215341 -2.948950 -0.759725 0.0 0.5 -0.2 -0.959
C 1.289812 -2.884598 1.944590 -0.1 0.6 0.3 -0.954
C -0.414827 -3.885699 -0.175608 -0.3 0.4 0.0 -0.953
C 0.384137 2.705960 -2.470775 0.2 -0.3 0.2 -0.955
C -0.861839 3.614907 -0.072389 0.2 -0.4 0.6 -0.947
C -2.408816 2.190153 -2.069918 -0.1 -0.3 0.2 -0.957
H 4.150200 -0.243142 -8.469496 0.4 -0.2 0.1 0.195
H 6.247533 0.734226 -7.565202 -0.1 -0.5 0.0 0.210
H -4.286805 -1.306111 1.155286 0.2 0.0 -0.3 0.280
H -3.205685 -2.195514 0.031024 -0.1 0.2 0.1 0.254
H -3.906877 -0.631159 -0.461793 0.0 -0.2 0.2 0.260
H -2.742490 -1.241520 3.267910 0.3 0.0 -0.2 0.282
H -0.988133 -0.879748 3.264877 -0.2 -0.1 -0.2 0.267
H -1.605101 -2.350082 2.448991 -0.1 0.3 0.0 0.252
H -3.820208 0.837876 2.350521 0.4 0.0 -0.2 0.285
H -3.232797 1.864294 1.011122 0.1 -0.3 0.2 0.252
H -2.269837 1.723469 2.514716 -0.2 -0.2 -0.2 0.266
H 2.660431 -3.877614 -0.371576 -0.2 0.2 -0.1 0.289
H 2.948330 -2.136672 -0.682959 0.0 -0.2 0.0 0.263
H 1.951048 -3.080517 -1.815907 0.0 0.0 0.2 0.263
H 1.211651 -3.965020 2.140192 0.0 0.3 -0.2 0.285
H 0.680869 -2.337120 2.674305 0.2 -0.2 -0.2 0.263
H 2.333793 -2.566094 2.064417 -0.3 -0.1 -0.1 0.274
H 0.082484 -4.837779 0.069788 -0.2 0.3 -0.1 0.288
H -0.651804 -3.846756 -1.247879 0.1 -0.1 0.3 0.263
H -1.351596 -3.801870 0.393600 0.3 -0.1 -0.1 0.254
H 0.141771 3.734428 -2.774310 0.0 -0.3 0.1 0.284
H 0.357892 2.045043 -3.343989 -0.1 0.1 0.2 0.260
H 1.394267 2.680911 -2.046345 -0.1 0.1 -0.1 0.268
H -1.093074 4.506991 -0.674870 0.1 -0.3 0.1 0.288
H 0.121959 3.736686 0.401662 -0.2 0.1 -0.1 0.273
H -1.617705 3.498371 0.717230 0.2 0.1 -0.3 0.260
H -2.621583 3.219542 -2.403500 0.1 -0.4 0.1 0.289
H -3.221093 1.844676 -1.413423 0.2 0.2 -0.2 0.251
H -2.352922 1.515087 -2.936040 -0.1 0.3 0.2 0.263
C 0.183144 -1.000758 -4.040061 0.0 0.1 0.7 -0.197
C 1.543764 -0.708985 -3.775297 0.9 0.1 -0.4 -0.223
C 2.474822 -0.679971 -4.821764 -0.1 0.2 1.5 -0.176
C 2.076971 -0.921128 -6.138224 -0.1 -0.1 -0.1 -0.043
C 0.730914 -1.174660 -6.411203 -0.7 -0.1 0.1 -0.206
C -0.202592 -1.210546 -5.383496 -0.4 -0.3 -0.7 -0.111
Se -1.134441 -1.178737 -2.676298 0.8 0.2 -0.8 0.258
H 1.337406 0.274333 -0.413701 0.2 0.1 0.0 -0.128
H 1.873283 -0.521350 -2.751613 0.0 0.0 -0.3 0.221
H 3.527742 -0.467611 -4.602633 -0.4 -0.1 -0.1 0.262
H 2.819643 -0.912824 -6.937561 -0.2 0.0 0.3 0.275
H 0.413530 -1.345988 -7.439696 0.0 0.0 0.3 0.268
H -1.247158 -1.421244 -5.605942 0.2 0.0 0.0 0.243
C 2.786546 0.632881 3.480901 0.6 -0.2 0.3 -0.745
S 1.388175 1.049518 2.444587 -0.3 -0.2 -0.5 0.224
C 0.516454 2.212193 3.506007 -0.1 0.1 0.1 -0.749
H 3.322988 -0.212585 3.023249 -0.2 0.3 0.2 0.240
H 2.442211 0.339605 4.481077 0.1 0.1 -0.3 0.249
H 3.472940 1.487768 3.557267 -0.2 -0.3 0.0 0.256
H -0.179634 1.641542 4.126031 0.1 0.3 0.1 0.229
H 1.241354 2.744459 4.132525 -0.3 0.0 -0.2 0.266
H -0.048979 2.932297 2.898944 0.3 -0.2 0.2 0.228
```
Positions in Å, forces in eV/Å.

=====

Formula: C41H49IrN2O6PS3
Source: OMol25
Level of theory: wB97M-V/def2-TZVPD

Values from the calculation:
LUMO (spin up / spin down) = -4.64 / -7.79 eV
HOMO level (spin up / spin down) = -0.437 / -0.480 hartree
Total charge = +2
Orbital gap (spin up / spin down) = 0.267 / 0.194 Ha
Relative energy (zero: lowest compared OMol25 entry of this formula, charge and spin) = 2.5 kcal/mol
Energy = -103194.50004 eV
2S+1 = 6

```
103
Properties=species:S:1:pos:R:3:forces:R:3:lowdin_charge:R:1
Ir 0.241012 -0.386187 -0.007540 0.1 0.1 0.1 1.321
C -0.704109 5.047133 2.790258 0.0 0.0 0.0 -0.055
C -0.777827 4.600964 1.341655 0.0 0.0 0.0 -0.264
N -1.869404 3.650844 1.119465 0.0 0.3 -0.1 -0.111
C -3.182850 4.248952 0.826717 0.0 0.0 0.1 -0.174
C -3.449281 4.303322 -0.665497 -0.1 0.0 0.0 -0.055
C -1.735901 2.339304 1.195622 -0.1 -0.2 0.0 -0.627
S -0.123149 1.735676 1.604282 -0.1 -0.1 0.2 0.887
N -2.832826 1.609534 1.052774 0.2 0.0 0.0 0.144
C -2.895390 0.291849 0.914098 -0.1 -0.1 -0.1 -0.425
O -1.956131 -0.500598 0.621214 0.1 -0.1 -0.2 -0.220
C -4.236577 -0.323212 1.058338 -0.1 0.1 0.1 -0.142
C -5.382162 0.469002 1.076864 0.0 -0.1 0.0 -0.010
C -6.629238 -0.119994 1.199638 0.0 0.0 0.0 -0.055
C -6.735795 -1.498897 1.318315 0.0 0.0 0.0 -0.058
C -5.595880 -2.292427 1.304218 0.0 0.0 0.0 -0.063
C -4.349770 -1.707893 1.166065 0.0 0.0 0.0 -0.027
H 0.085164 5.785571 2.913711 0.0 0.0 0.0 0.087
H -0.490264 4.202217 3.441996 0.0 0.0 0.0 0.070
H -1.640445 5.500016 3.109441 -0.1 0.0 0.0 0.082
H 0.163407 4.150694 1.021010 -0.1 0.1 0.1 0.068
H -0.974647 5.446562 0.679876 0.0 0.1 0.0 0.127
H -3.164463 5.247181 1.264426 0.0 0.0 0.0 0.124
H -3.942141 3.665680 1.344892 0.0 0.0 -0.1 0.115
H -2.684955 4.883921 -1.182302 0.0 0.0 0.0 0.076
H -4.409216 4.779032 -0.854520 -0.1 0.0 0.0 0.087
H -3.468420 3.300278 -1.086882 0.0 0.0 0.0 0.065
H -5.284938 1.539847 0.986547 0.0 0.1 0.0 0.105
H -7.517531 0.494545 1.207054 0.0 0.0 0.0 0.112
H -7.709066 -1.956564 1.421086 0.0 0.0 0.0 0.113
H -5.682866 -3.364870 1.403427 0.0 0.0 0.0 0.109
H -3.458047 -2.321033 1.142917 0.0 0.0 0.0 0.108
O 0.178919 -2.286659 -1.244079 -0.1 0.1 -0.2 -0.665
S 0.148595 -3.803430 -1.398356 0.0 0.0 0.1 1.059
C 1.743925 -4.234741 -2.150266 0.0 0.0 0.1 -0.284
C 2.894558 -3.305975 -1.764633 0.0 -0.1 0.0 -0.224
C 3.110487 -2.192450 -2.784251 0.1 0.0 -0.1 -0.230
C 4.250701 -1.257621 -2.386886 0.0 0.1 -0.1 -0.270
S 3.724099 0.095052 -1.268503 -0.1 -0.2 0.0 1.068
O 2.286608 -0.288242 -0.891996 0.1 0.1 -0.1 -0.689
C 3.604030 1.441210 -2.404354 0.0 0.0 -0.1 -0.403
C 2.727238 1.404247 -3.484325 0.1 0.0 0.0 -0.075
C 2.718186 2.471769 -4.364161 0.0 0.0 0.0 -0.058
C 3.573212 3.551438 -4.164581 0.0 0.0 0.0 -0.044
C 4.439103 3.575038 -3.083138 0.0 0.0 0.0 -0.047
C 4.456145 2.513548 -2.187178 -0.1 0.1 -0.1 -0.071
C 0.358686 -4.462333 0.230687 0.1 -0.1 0.0 -0.393
C 1.207741 -3.869052 1.158379 0.0 -0.1 0.0 -0.081
C 1.357415 -4.461543 2.400013 0.0 0.0 0.0 -0.054
C 0.668125 -5.629597 2.703717 0.0 0.0 0.0 -0.044
C -0.180891 -6.207572 1.772864 0.0 0.0 0.0 -0.048
C -0.345206 -5.620772 0.525532 0.0 0.0 0.1 -0.072
H 1.569460 -4.240568 -3.226445 0.0 0.0 0.0 0.099
H 1.914889 -5.265659 -1.837273 0.0 0.0 0.0 0.107
H 3.805733 -3.905287 -1.692841 0.0 0.0 0.0 0.132
H 2.724462 -2.878423 -0.776730 0.0 0.0 -0.1 0.079
H 2.186752 -1.634124 -2.933079 -0.1 0.0 0.0 0.092
H 3.376080 -2.635827 -3.747937 0.0 0.0 0.0 0.133
H 4.702009 -0.760819 -3.244149 0.0 0.0 0.0 0.103
H 5.035229 -1.793929 -1.852924 0.0 0.0 0.0 0.098
H 2.063618 0.564021 -3.623266 0.0 0.0 0.0 0.094
H 2.055758 2.463243 -5.218354 0.0 0.0 0.0 0.112
H 3.565010 4.376932 -4.861645 0.0 0.0 0.0 0.119
H 5.101722 4.415387 -2.935394 0.0 0.0 0.0 0.119
H 5.123695 2.521910 -1.337890 0.1 0.0 0.1 0.112
H 1.738471 -2.956980 0.922051 0.0 0.0 0.1 0.084
H 2.014432 -4.013563 3.132321 0.0 0.0 0.0 0.113
H 0.793402 -6.090432 3.672232 0.0 0.0 0.1 0.117
H -0.720974 -7.110576 2.016353 0.0 0.0 0.0 0.118
H -1.014175 -6.057017 -0.202762 0.0 0.0 -0.1 0.115
C 4.142670 0.038888 4.163486 0.0 0.0 -0.1 -0.036
C 3.959118 0.500075 2.858137 0.0 0.0 0.1 -0.035
C 2.787286 0.239696 2.177716 -0.1 0.0 0.0 -0.065
C 1.741274 -0.482600 2.772805 -0.1 0.1 -0.1 -0.230
C 0.484306 -0.746063 2.092879 0.2 -0.2 0.2 -0.316
C -0.529679 -1.388570 2.843775 0.1 0.0 0.0 -0.077
C -0.345940 -1.783393 4.160441 -0.1 0.0 0.0 -0.033
C 0.860406 -1.561445 4.789451 0.0 0.0 0.0 0.029
C 1.920533 -0.911141 4.114414 0.0 0.0 0.1 -0.165
C 3.131352 -0.654335 4.785260 -0.1 0.0 -0.1 0.008
H 5.066774 0.237802 4.684797 0.1 0.0 0.0 0.119
H 4.741437 1.069005 2.376879 0.1 0.0 0.0 0.114
H 2.657772 0.617644 1.174955 0.0 0.0 0.0 0.046
H -1.472315 -1.605376 2.365713 0.0 0.0 0.0 0.089
H -1.147477 -2.281807 4.688221 0.0 0.0 0.0 0.123
H 1.009864 -1.873373 5.814804 0.0 0.0 0.0 0.131
H 3.249134 -0.997416 5.803563 0.0 0.0 0.1 0.126
C -0.685782 0.980455 -4.459928 0.0 0.0 0.1 -0.050
O -0.190519 0.461641 -3.198952 -0.1 -0.1 -0.1 -0.324
P -0.976501 0.733962 -1.842499 0.2 -0.1 0.1 0.639
O -2.482876 0.348019 -2.095834 0.0 0.1 0.0 -0.270
C -2.830819 -1.016164 -2.416553 -0.1 0.1 0.0 -0.054
O -1.184419 2.298881 -1.716261 -0.1 -0.1 -0.1 -0.288
C -0.029849 3.142480 -1.609174 0.1 0.1 -0.1 -0.083
H -0.224141 0.383752 -5.242488 0.0 0.0 0.0 0.102
H -0.392964 2.025397 -4.558497 0.0 0.0 0.0 0.085
H -1.769989 0.891923 -4.507234 0.0 0.0 0.0 0.093
H -2.482727 -1.251705 -3.421005 0.0 -0.1 0.0 0.093
H -3.914973 -1.061833 -2.369814 0.0 0.0 0.0 0.107
H -2.395357 -1.692157 -1.687162 0.0 -0.1 0.1 0.064
H 0.285162 3.445536 -2.605734 0.1 0.0 0.0 0.093
H 0.789928 2.628763 -1.099808 0.0 0.0 0.0 0.065
H -0.334233 4.012406 -1.032274 0.1 -0.1 -0.2 0.068
```
Positions in Å, forces in eV/Å.

=====

Formula: C35H50MgN6O2
Source: OMol25
Level of theory: wB97M-V/def2-TZVPD

Values from the calculation:
LUMO = 0.04 eV
HOMO level = -0.293 hartree
Orbital gap = 0.295 Ha
Energy = -55592.64917 eV

```
94
Properties=species:S:1:pos:R:3:forces:R:3:lowdin_charge:R:1
Mg -0.776415 -0.109125 -0.026156 -0.5 0.1 0.0 0.707
N -1.447755 -0.533500 1.958963 0.1 0.0 0.2 -0.029
C -1.405848 0.713001 2.738778 0.0 0.0 0.0 -0.219
C -0.254653 1.612178 2.279070 0.0 -0.1 0.0 -0.163
N -0.142504 1.753330 0.807304 0.2 0.1 0.2 -0.089
C -0.884016 2.903124 0.251197 0.0 0.0 0.0 -0.173
C -2.389884 2.732505 0.415712 0.1 -0.1 0.1 -0.211
N -2.774199 1.361108 0.060948 0.1 0.1 -0.1 0.014
H -2.228304 -1.106199 2.254539 -0.1 0.0 -0.1 0.101
H -0.577957 -1.062472 2.146995 0.1 -0.1 0.1 0.030
H -1.243904 0.518106 3.804018 0.0 0.0 0.0 0.122
H -2.367848 1.215624 2.649039 0.0 0.0 0.0 0.092
H 0.676586 1.169432 2.631949 0.1 0.0 0.0 0.106
H -0.351102 2.595034 2.752388 0.0 0.0 0.0 0.130
H 0.839643 1.895260 0.593446 0.1 0.0 0.0 0.101
H -0.640420 2.969818 -0.809731 0.0 0.0 0.0 0.105
H -0.566384 3.834907 0.732211 0.0 0.0 0.0 0.127
H -2.895230 3.486783 -0.194183 0.0 0.0 0.0 0.123
H -2.669867 2.920489 1.452913 0.0 0.0 0.0 0.105
H -2.908410 1.300741 -0.943545 0.0 0.1 0.1 0.028
H -3.660567 1.111937 0.483071 0.0 0.0 0.0 0.096
C -4.441543 -0.286151 -4.185839 0.0 0.0 0.0 -0.051
C -4.005399 0.432947 -2.904223 0.0 0.0 0.0 -0.377
C -5.222472 1.092657 -2.247461 0.0 0.0 0.0 -0.068
C -2.888732 1.416378 -3.213014 0.0 0.0 0.0 -0.153
C -3.193057 2.575149 -3.924932 0.0 0.0 0.0 -0.035
C -2.205411 3.458146 -4.318488 0.0 0.0 0.0 -0.069
C -0.882691 3.182332 -4.009886 0.0 0.0 0.1 -0.034
C -0.538185 2.049797 -3.282605 0.0 0.0 0.0 -0.150
C 0.922075 1.715887 -3.038489 0.0 0.0 0.0 -0.376
C 1.825152 2.944428 -2.942659 0.0 0.0 0.0 -0.078
C 1.419768 0.775380 -4.141613 0.0 -0.1 0.0 -0.036
C -1.552380 1.169529 -2.860548 0.0 -0.1 0.0 -0.186
N -1.186578 0.047249 -2.057466 0.1 -0.1 -0.2 0.015
C -1.125426 -1.118276 -2.715882 0.1 0.0 0.1 -0.499
O -1.414099 -1.337848 -3.890632 -0.1 0.0 0.0 0.038
C -0.551590 -2.264035 -1.900890 0.0 0.1 0.1 -0.165
C -0.461438 -3.516433 -2.473658 0.0 0.0 0.0 0.010
C 0.200344 -4.513288 -1.776616 0.0 0.0 0.0 -0.024
C 0.803272 -4.199624 -0.573680 0.0 0.0 0.0 0.011
C 0.673443 -2.918326 -0.055115 0.0 0.1 0.0 -0.143
N -0.050684 -1.979009 -0.684682 0.3 -0.3 -0.1 0.106
C 1.502391 -2.576449 1.181165 -0.2 -0.2 0.1 -0.516
O 2.398079 -3.388917 1.453221 0.1 0.1 -0.1 0.001
N 1.171629 -1.467486 1.818677 0.1 0.0 -0.1 0.062
C 2.013112 -1.128842 2.916554 0.1 0.0 0.0 -0.166
C 1.904049 -1.704363 4.198757 0.0 0.0 0.0 -0.118
C 2.710055 -1.196819 5.220855 0.0 0.0 0.0 -0.056
C 3.637726 -0.196273 5.012015 0.0 0.0 0.0 -0.082
C 3.787733 0.315629 3.735485 0.0 0.1 0.1 -0.047
C 2.989330 -0.133696 2.692936 0.0 0.1 0.0 -0.159
C 3.235955 0.400754 1.297091 0.0 0.0 0.0 -0.384
C 3.658867 1.873546 1.282520 0.0 0.0 0.0 -0.080
C 4.277296 -0.465307 0.580282 0.0 0.0 0.0 -0.039
C 1.112605 -2.947067 4.612294 0.0 0.0 0.0 -0.363
C -0.256628 -3.211748 3.998753 0.0 0.0 -0.1 -0.069
C 2.007054 -4.185063 4.460094 0.0 0.0 0.0 -0.057
H -5.207497 -1.031321 -3.960989 0.0 0.0 0.0 0.081
H -3.593022 -0.781155 -4.652212 0.0 0.0 0.0 0.068
H -4.865585 0.432225 -4.891933 0.0 0.0 0.0 0.081
H -3.609252 -0.321373 -2.218895 0.0 0.0 0.0 0.123
H -5.705222 1.796337 -2.927199 0.0 0.0 0.0 0.074
H -4.965366 1.640721 -1.338388 0.0 0.0 -0.1 0.059
H -5.963176 0.333958 -1.988707 0.0 0.0 0.0 0.082
H -4.221732 2.776962 -4.197453 0.0 0.0 0.0 0.108
H -2.460943 4.349500 -4.876945 0.0 0.0 0.0 0.102
H -0.109222 3.861140 -4.345253 0.0 0.0 0.0 0.104
H 0.989965 1.164650 -2.095813 0.0 0.0 0.1 0.112
H 1.920947 3.445775 -3.907362 0.0 0.0 0.0 0.074
H 2.829205 2.644690 -2.642313 0.0 0.0 0.0 0.075
H 1.453020 3.676608 -2.221766 0.0 0.0 0.0 0.076
H 1.389537 1.289541 -5.105101 0.0 0.0 0.0 0.090
H 0.791098 -0.112245 -4.216522 0.0 0.0 0.0 0.070
H 2.449119 0.463982 -3.951087 0.0 0.0 0.0 0.082
H -0.885412 -3.659873 -3.456521 0.0 0.0 0.0 0.120
H 0.283299 -5.510749 -2.188940 0.0 0.0 0.0 0.113
H 1.408818 -4.902157 -0.020859 0.0 0.0 0.0 0.119
H 2.616691 -1.631531 6.210447 0.0 0.0 0.0 0.111
H 4.252247 0.162567 5.827648 0.0 0.0 0.0 0.099
H 4.538230 1.074266 3.548951 0.0 0.0 0.0 0.105
H 2.304341 0.288724 0.734726 0.0 0.0 0.0 0.097
H 4.714851 1.986111 1.535843 0.0 0.0 0.0 0.076
H 3.090270 2.471211 1.999965 -0.1 0.0 0.0 0.078
H 3.525477 2.302741 0.288844 0.0 0.0 -0.1 0.067
H 5.232022 -0.413263 1.109218 0.0 0.0 0.0 0.087
H 4.434523 -0.119119 -0.444759 0.0 0.0 0.0 0.078
H 3.962477 -1.508985 0.555512 0.0 0.0 0.0 0.072
H 0.931528 -2.811428 5.683964 0.0 0.0 0.0 0.120
H -0.204472 -3.394643 2.926684 0.0 0.0 0.0 0.066
H -0.942875 -2.386577 4.190497 -0.1 0.1 -0.1 0.065
H -0.680734 -4.103645 4.464923 0.0 0.0 0.0 0.079
H 2.279247 -4.325612 3.414396 0.0 0.0 0.1 0.061
H 1.487182 -5.076467 4.819477 0.0 0.0 0.0 0.076
H 2.925814 -4.068412 5.036682 0.0 0.0 0.0 0.079
```
Positions in Å, forces in eV/Å.